Entry 1:
{
  "formula": "C42H63BMnN8",
  "method": "ωB97M-V/def2-TZVPD",
  "lumo_energy_ev": [0.4959, 0.3799],
  "homo_ev": [-7.444, -7.443],
  "spin_multiplicity": 6,
  "max_force_ev_per_a": 3.95,
  "species": ["C", "H", "H", "N", "H", "B", "H", "C", "H", "H", "H", "H", "C", "H", "H", "H", "C", "C", "H", "H", "H", "C", "C", "H", "C", "C", "H", "C", "H", "N", "H", "C", "C", "C", "H", "H", "H", "N", "C", "H", "H", "H", "H", "H", "C", "C", "C", "H", "C", "H", "H", "H", "H", "H", "C", "C", "C", "Mn", "C", "H", "H", "C", "C", "C", "H", "H", "C", "C", "H", "H", "H", "C", "H", "H", "C", "C", "C", "H", "C", "H", "H", "H", "N", "H", "C", "H", "H", "H", "H", "C", "H", "H", "H", "H", "C", "H", "C", "N", "C", "H", "C", "N", "H", "H", "H", "H", "H", "C", "C", "C", "C", "N", "H", "N", "H"],
  "xyz": [[2.27, -0.25, 1.98], [3.79, -0.60, -4.67], [-0.15, -4.79, -1.06], [1.12, 0.25, 1.45], [0.79, -2.01, 0.17], [-0.24, 0.56, 2.09], [-1.75, 5.09, -1.16], [-0.05, -1.49, -3.64], [-2.11, 0.31, 4.40], [-4.21, -1.94, 2.23], [4.76, -2.78, -4.00], [1.51, -0.29, 3.96], [-4.36, -3.10, -0.46], [-3.77, -3.86, -0.02], [-3.75, 0.75, -5.41], [-0.32, 3.88, -2.70], [3.16, 0.88, -1.51], [-2.80, -1.43, 0.54], [4.30, -0.33, 1.09], [-1.83, -1.11, -5.95], [-3.95, 4.20, -1.91], [-1.90, 4.01, -1.24], [-1.22, -1.53, 4.85], [1.55, -2.59, 4.43], [-0.49, 3.21, 2.06], [3.29, -3.40, -1.00], [-1.84, 4.27, -3.27], [-1.29, 3.37, -0.04], [2.13, 3.99, 2.89], [-1.58, -0.82, 0.51], [5.18, -4.02, -1.85], [1.83, -2.27, 3.43], [4.47, 1.62, -1.31], [3.66, -0.66, 4.09], [1.98, 3.30, 4.43], [-0.78, -3.13, -1.57], [3.02, -2.38, -6.17], [1.31, 0.63, 0.17], [-1.16, -0.66, -3.91], [-0.12, 0.60, 3.23], [4.33, 2.55, -0.72], [0.93, -2.32, 2.79], [-1.18, 5.15, 3.54], [4.42, -1.45, 3.94], [-2.01, -0.56, -5.05], [2.85, -2.07, -3.35], [2.82, -1.07, -4.49], [-3.86, 3.93, -0.17], [2.26, -0.81, 3.38], [3.37, -0.82, 5.15], [-1.23, -1.34, 5.89], [2.64, -2.89, 2.94], [-1.09, -3.77, 0.04], [1.96, 2.61, -1.68], [4.04, -2.77, -3.18], [-3.01, 0.39, -4.78], [1.59, 3.21, 3.43], [-0.46, 0.27, -1.08], [-4.52, -0.57, -0.88], [-0.26, -1.14, 4.51], [3.37, -0.02, -2.15], [0.91, -3.03, -0.20], [-3.29, -1.51, 1.86], [2.04, -2.87, -1.20], [1.33, 1.30, -2.58], [-1.29, -2.61, 4.62], [-2.32, -0.77, 4.21], [-0.23, 4.81, 3.89], [-0.14, 5.00, 4.97], [3.43, -3.98, -0.12], [2.46, -0.78, -6.66], [-2.79, 0.78, -3.40], [4.87, 1.83, -2.38], [0.21, -2.28, -4.34], [-0.92, 4.12, 1.10], [0.05, 3.40, 3.47], [-3.68, -1.10, 4.77], [5.13, 0.99, -0.69], [-3.61, -1.80, -0.69], [-5.40, -0.59, -0.27], [2.82, 2.16, -3.17], [4.05, 0.33, 3.80], [-0.63, 1.97, 1.50], [-3.95, 0.34, -0.59], [2.19, 1.80, -2.30], [-0.23, 2.66, 4.17], [2.09, -0.34, -4.22], [-3.54, 2.62, -1.17], [1.38, -3.56, 0.63], [-0.34, -3.73, -0.73], [-1.35, 2.53, -2.88], [-4.48, -0.43, 4.43], [-2.92, -1.82, -1.52], [1.81, 2.21, 2.98], [-3.40, 3.71, -1.10], [-4.77, -3.50, -1.37], [-1.31, 3.62, -2.56], [-1.16, 2.09, 0.22], [1.85, -2.16, -2.39], [1.33, -1.90, -5.84], [-2.36, -0.85, 2.67], [0.66, -1.31, -2.50], [-3.61, -1.37, 5.87], [-4.01, -2.06, 4.37], [-1.02, 5.18, 1.24], [-4.65, -0.33, -1.96], [-5.17, -2.88, 0.30], [2.34, -1.54, -5.88], [4.26, -3.41, -2.00], [2.61, 0.49, -0.13], [3.24, -0.12, 0.99], [-1.33, -0.49, 1.81], [-3.38, 1.52, -2.76], [-1.67, 0.18, -2.90], [0.47, 5.52, 3.41]]
}

---

Entry 2:
{
  "formula": "C42H63BrClFIN3O3S",
  "method": "ωB97M-V/def2-TZVPD",
  "lumo_energy_ev": [0.5048, 0.3391],
  "homo_ev": [-7.823, -7.823],
  "spin_multiplicity": 3,
  "max_force_ev_per_a": 0.97,
  "species": ["N", "H", "H", "H", "C", "H", "C", "H", "C", "H", "H", "H", "H", "H", "H", "H", "C", "C", "C", "H", "H", "H", "H", "H", "C", "Cl", "H", "H", "S", "C", "H", "I", "C", "O", "H", "C", "H", "H", "C", "C", "H", "H", "C", "C", "C", "H", "H", "H", "C", "H", "C", "H", "C", "H", "H", "C", "H", "N", "C", "H", "H", "H", "C", "H", "C", "H", "Br", "H", "H", "C", "C", "C", "H", "C", "H", "C", "C", "F", "H", "H", "N", "H", "O", "H", "H", "H", "H", "H", "C", "C", "C", "H", "C", "C", "H", "H", "C", "H", "H", "H", "C", "H", "O", "C", "H", "C", "H", "C", "C", "H", "C", "C", "H", "C", "H", "H"],
  "xyz": [[-5.40, -3.67, 2.62], [-5.18, -7.06, 2.45], [1.22, 3.10, -2.67], [1.47, -0.70, -2.51], [5.45, -1.93, 2.83], [4.70, -2.67, 3.12], [6.06, 1.51, 4.28], [2.89, -1.44, 1.98], [-1.15, 0.40, -5.85], [-2.94, -4.87, 2.57], [2.49, 2.62, -3.73], [2.62, 4.38, -6.72], [1.90, 4.55, -0.83], [2.92, 2.32, -5.58], [3.30, 6.60, -2.56], [6.30, -0.01, 1.17], [-6.75, -5.94, 1.46], [-2.72, -1.98, -0.17], [-1.08, -0.25, -0.26], [1.52, 1.26, -1.26], [-6.80, -5.76, 4.26], [0.37, 4.04, -4.73], [-7.74, -1.85, 0.98], [0.39, 5.43, -5.77], [-0.49, 1.01, -3.64], [-2.24, -0.37, -6.94], [-3.32, -4.25, 4.18], [-5.25, -6.19, 4.93], [-2.80, -0.53, -3.92], [2.01, 5.37, -4.40], [6.68, -0.94, 5.16], [-4.49, -2.95, -2.37], [-0.06, 1.08, -6.36], [-3.27, 2.63, -2.93], [0.08, 1.11, -7.43], [1.64, 2.24, -3.18], [-6.31, -4.33, 0.11], [-4.61, -5.94, 1.23], [5.79, -0.58, 5.66], [-3.01, -1.77, -1.51], [3.13, -0.65, -1.98], [-7.93, -4.36, 3.65], [4.78, -0.57, 2.58], [-6.75, -3.45, 2.01], [5.05, 0.53, 4.90], [3.11, 5.60, -0.12], [-5.83, -4.54, 5.10], [5.92, -2.26, 1.91], [-1.17, 2.38, -1.75], [-0.32, 0.34, 0.22], [2.39, 6.29, -2.04], [-7.75, -2.61, 3.75], [-7.87, -3.45, 3.06], [2.01, 7.15, -1.50], [3.57, 4.56, -1.44], [2.01, 2.42, -6.16], [2.21, 1.93, -7.11], [4.16, -0.01, 3.82], [-1.39, -0.01, -1.59], [3.67, 2.12, 5.47], [-8.83, -3.34, 2.55], [-8.00, -4.41, 0.56], [-3.55, -5.03, 3.46], [0.72, 6.69, -3.33], [1.69, 3.88, -6.45], [-0.70, 3.16, -2.34], [3.85, 2.02, -1.42], [7.45, 0.11, 3.37], [3.22, 0.13, 1.24], [2.40, -0.14, -2.60], [-2.66, 2.57, -1.91], [-5.04, -5.04, 3.13], [0.75, 5.06, -2.69], [-5.79, -5.39, 4.42], [-0.89, 2.49, -0.71], [1.03, 4.67, -5.32], [4.17, 1.26, 5.91], [-3.30, 2.68, -0.71], [2.86, 4.72, -4.17], [-6.86, -6.65, 0.63], [-0.70, 1.07, -2.23], [-1.53, -1.39, 1.49], [3.18, 0.77, 3.57], [1.06, 3.94, -7.34], [3.40, 0.59, 6.30], [4.10, -1.29, 0.69], [6.77, 1.80, 5.06], [7.43, 1.70, 2.63], [0.65, 1.63, -4.13], [2.76, 5.18, -1.06], [-6.75, -2.07, 1.37], [4.79, 1.60, 6.74], [-1.75, -1.22, 0.45], [0.86, 1.69, -5.52], [5.13, -1.43, 5.85], [-3.26, -2.73, 0.40], [-2.36, -0.78, -2.24], [6.22, -1.92, 3.60], [5.52, 2.41, 3.97], [-7.50, -6.21, 2.20], [-5.34, -6.07, 2.04], [-3.29, -6.00, 3.89], [-4.46, -3.14, 1.93], [5.78, 0.45, 2.03], [2.41, 6.25, -4.91], [1.37, 5.85, -3.10], [-6.48, -1.30, 2.09], [-6.98, -4.52, 0.95], [3.67, -0.80, 1.57], [2.73, -0.17, -3.64], [-1.39, 0.35, -4.48], [6.79, 0.93, 3.07], [5.23, 1.31, 1.64], [2.18, 1.27, -2.11], [-6.03, -2.04, 0.55], [6.12, -0.20, 6.63]]
}